[1]
Density functional theory data (ωB97M-V/def2-TZVPD) for a molecular structure, C25H51N3O3P2W at a distorted geometry.

Results
HOMO energy (alpha / beta) = -0.8023 / -0.8017 hartree
Multiplicity = 3
Gap between HOMO and LUMO (alpha / beta) = 5.5 / 5.2 eV
Lowest unoccupied orbital energy (alpha / beta) = -0.59940 / -0.61156 Eh
Total charge = +4

XYZ file:
```
85
Properties=species:S:1:pos:R:3:mulliken_spin:R:1
W -0.036 -0.051 -0.283 1.099
C -0.947 0.705 1.398 0.098
O -1.832 1.113 2.072 0.066
C -0.089 -0.880 -2.052 0.210
O 0.028 -1.422 -3.111 0.224
P -0.792 -2.266 0.586 -0.022
C -2.515 -2.744 0.059 -0.005
H -2.623 -3.803 0.351 -0.004
C 0.237 -3.651 -0.136 0.006
H 0.289 -3.374 -1.205 0.005
C -0.956 -2.472 2.421 0.018
H -1.570 -1.594 2.681 0.005
C 0.063 3.682 -0.100 0.015
P -0.176 2.262 -1.243 0.089
H -1.762 3.512 -2.571 -0.005
H -0.686 3.477 0.684 0.003
C 0.810 2.702 -2.764 -0.015
H 0.609 3.779 -2.885 -0.008
C 1.665 -3.678 0.412 0.002
H 2.308 -4.216 -0.305 0.002
H 1.733 -4.205 1.375 0.001
H 2.099 -2.676 0.537 0.012
C -0.395 -5.047 -0.054 0.000
H -0.466 -5.403 0.980 0.000
H 0.243 -5.751 -0.605 0.001
H -1.386 -5.096 -0.513 0.001
C -1.679 -3.747 2.859 0.003
H -2.642 -3.903 2.372 0.001
H -1.875 -3.677 3.936 0.001
H -1.061 -4.635 2.699 0.000
C 0.360 -2.318 3.174 0.014
H 0.195 -2.545 4.241 0.001
H 0.710 -1.279 3.125 0.000
H 1.150 -2.978 2.790 0.002
C -3.527 -1.935 0.875 0.003
H -3.568 -2.271 1.919 0.000
H -4.531 -2.024 0.438 0.000
H -3.276 -0.864 0.933 -0.004
C -2.687 -2.701 -1.459 0.002
H -2.724 -1.690 -1.876 0.000
H -3.639 -3.183 -1.730 0.000
H -1.885 -3.229 -1.994 -0.001
C -0.233 5.022 -0.773 -0.001
H -1.136 5.024 -1.382 0.001
H 0.603 5.347 -1.398 0.000
H -0.373 5.779 0.005 0.001
C 1.430 3.686 0.596 0.009
H 2.258 3.421 -0.077 0.001
C -2.336 1.439 -2.674 0.031
H 1.431 2.980 1.439 -0.002
H 1.629 4.688 1.010 0.001
C -2.848 2.998 -0.753 -0.001
H -2.379 0.601 -1.976 -0.007
H -3.324 1.595 -3.119 -0.001
H -1.676 1.074 -3.461 0.003
C -1.874 2.650 -1.887 -0.004
H -3.880 2.921 -1.115 0.000
H -2.704 4.017 -0.380 0.000
H -2.733 2.316 0.100 -0.003
C 0.358 1.987 -4.037 0.005
H 0.433 0.895 -3.936 -0.002
H 0.995 2.290 -4.879 0.001
H -0.665 2.253 -4.320 0.000
C 2.310 2.500 -2.570 0.023
H 2.548 1.469 -2.261 0.001
H 2.744 3.193 -1.843 0.001
H 2.823 2.685 -3.526 0.002
H -3.656 0.042 -0.461 -0.005
H -3.307 -0.300 -1.055 0.007
C 2.980 1.254 4.065 0.002
N 3.012 0.782 2.691 -0.001
C 4.228 0.613 2.068 -0.005
C 4.263 0.189 0.774 -0.013
C 3.060 -0.068 0.113 -0.042
N 1.864 0.172 0.725 0.016
C 1.838 0.631 2.024 0.038
O 0.726 0.900 2.565 0.049
N 3.041 -0.439 -1.184 0.052
H 1.945 1.390 4.375 0.000
H 3.516 2.206 4.100 0.000
H 3.460 0.512 4.709 0.000
H 5.090 0.798 2.711 0.001
H 5.207 0.013 0.255 0.000
H 2.250 -0.938 -1.596 0.030
H 3.908 -0.509 -1.693 -0.007
```

[2]
Density functional theory data (ωB97M-V/def2-TZVPD) for a molecular structure, C25H51O19Tl at a distorted geometry.

Results
HOMO energy = -0.5088 hartree
Gap between HOMO and LUMO = 1.3 eV
Lowest unoccupied orbital energy = -0.46079 Eh
Total charge = +2

XYZ file:
```
96
Properties=species:S:1:pos:R:3:mulliken_charge:R:1
Tl -2.879 28.664 14.933 0.991
C -2.690 32.848 10.362 -0.360
O -3.084 31.819 11.277 -0.062
H -2.772 33.826 10.837 0.298
H -1.655 32.831 10.023 0.317
H -3.314 32.781 9.471 0.298
C 1.261 43.886 8.031 -1.059
C 2.080 42.604 8.451 -0.264
O 1.354 41.921 9.389 -0.207
C 1.497 40.556 9.485 0.691
O 2.313 39.889 8.812 -0.495
O 0.653 40.073 10.544 -0.280
C 0.672 38.674 10.943 -0.642
H 0.971 44.356 8.970 0.307
H 0.377 43.547 7.490 0.301
H 1.889 44.535 7.420 0.367
H 2.992 42.930 8.952 0.290
H 2.419 42.078 7.559 0.363
H 0.079 38.007 10.317 0.253
H 0.289 38.537 11.954 0.275
H 1.718 38.438 11.142 0.319
C 3.110 31.512 10.322 -1.182
C 2.492 30.598 11.441 -0.165
O 3.080 29.342 11.471 -0.270
C 2.492 28.314 12.170 0.742
O 1.438 28.421 12.765 -0.578
O 3.229 27.192 11.964 -0.270
C 3.004 26.092 12.866 -0.581
H 2.929 31.013 9.370 0.288
H 4.188 31.641 10.418 0.329
H 2.823 32.563 10.286 0.375
H 1.419 30.439 11.334 0.247
H 2.507 31.121 12.397 0.299
H 2.946 26.495 13.877 0.292
H 3.674 25.242 12.735 0.279
H 2.076 25.584 12.605 0.211
C -1.144 27.604 7.322 -1.153
C -0.336 27.102 8.590 -0.184
O -0.420 25.665 8.605 -0.278
C -0.908 25.003 9.609 0.802
O -1.375 25.412 10.629 -0.566
O -0.840 23.653 9.255 -0.317
C -1.067 22.640 10.183 -0.516
H -0.539 27.467 6.426 0.317
H -1.252 28.682 7.438 0.349
H -2.127 27.136 7.266 0.334
H -0.785 27.567 9.467 0.290
H 0.671 27.495 8.451 0.265
H -1.990 22.929 10.686 0.228
H -0.228 22.604 10.878 0.259
H -1.216 21.705 9.645 0.218
C -9.052 32.707 11.241 -1.142
C -8.517 32.089 12.567 -0.205
O -9.318 30.935 12.729 -0.250
C -8.936 29.923 13.493 0.762
O -7.887 29.752 14.028 -0.556
O -9.964 29.014 13.462 -0.314
C -9.889 27.806 14.264 -0.550
H -9.078 31.922 10.485 0.290
H -8.486 33.584 10.926 0.374
H -10.104 32.985 11.304 0.314
H -8.690 32.711 13.444 0.272
H -7.462 31.815 12.558 0.296
H -9.876 28.067 15.322 0.297
H -8.990 27.259 13.980 0.223
H -10.807 27.260 14.044 0.227
C -7.759 22.651 11.271 -1.208
C -6.852 23.851 11.547 -0.109
O -7.372 24.956 10.771 -0.262
C -6.747 26.137 10.776 0.836
O -5.801 26.449 11.534 -0.595
O -7.323 26.964 9.933 -0.296
C -6.767 28.169 9.513 -0.589
H -7.634 22.136 10.318 0.311
H -8.794 22.969 11.399 0.328
H -7.715 21.910 12.068 0.383
H -5.807 23.591 11.378 0.237
H -6.837 24.239 12.566 0.288
H -5.729 28.023 9.213 0.294
H -6.717 28.909 10.311 0.225
H -7.474 28.626 8.820 0.277
C -5.245 36.762 14.051 -1.188
C -4.853 35.462 14.831 -0.117
O -5.753 35.324 15.912 -0.253
C -5.918 34.093 16.537 0.780
O -5.280 33.033 16.254 -0.602
O -6.879 34.259 17.408 -0.282
C -7.395 33.205 18.224 -0.660
H -5.077 37.676 14.620 0.322
H -6.323 36.758 13.893 0.336
H -4.684 36.860 13.121 0.344
H -3.836 35.612 15.193 0.273
H -4.889 34.638 14.118 0.247
H -6.787 33.140 19.126 0.321
H -7.393 32.217 17.764 0.295
H -8.326 33.611 18.621 0.262
```

[3]
Density functional theory data (ωB97M-V/def2-TZVPD) for a molecular structure, C25H52Al2Br3F5MgN2O7P2 at a distorted geometry.

Results
HOMO energy = -0.3928 hartree
Gap between HOMO and LUMO = 1.4 eV
Lowest unoccupied orbital energy = -0.34194 Eh
Total charge = +2

XYZ file:
```
99
Properties=species:S:1:pos:R:3:mulliken_charge:R:1
O -0.096 -3.151 -3.307 -0.456
P 0.511 -1.673 -3.537 0.246
Br 1.414 -1.790 -5.499 0.154
P 2.430 -1.456 -2.025 0.393
C 3.947 -1.196 -0.939 -0.511
C 4.357 0.173 -1.369 0.045
C 3.872 1.354 -0.580 -0.422
O 5.207 0.893 -0.545 -0.435
H -0.170 -3.349 -2.360 0.354
H 3.239 -1.406 -3.187 -0.040
H 2.080 -2.695 -1.440 -0.004
H 1.802 -0.304 -1.529 0.131
H 3.702 -1.148 0.116 0.159
H 4.744 -1.900 -1.164 0.355
H 4.436 0.322 -2.439 0.389
H 3.208 0.952 0.174 0.300
H 3.522 1.990 -1.451 0.063
F 5.616 -2.222 -7.767 -0.136
Al 4.265 -2.821 -8.694 0.243
F 4.517 -2.316 -10.339 -0.146
F 2.895 -2.149 -8.112 -0.245
F 4.326 -4.451 -8.657 -0.244
Mg 5.713 -2.572 -11.868 0.743
Br 1.893 2.623 -2.428 -0.628
C -1.980 2.376 -3.276 -1.226
C -1.576 3.802 -3.666 -0.423
C -1.431 4.840 -2.568 -0.721
N -2.659 5.307 -1.811 0.337
C -3.100 4.253 -0.826 -0.403
C -4.420 4.577 -0.149 -0.856
C -5.496 4.883 -1.180 -0.293
C -5.062 6.035 -2.077 -0.890
C -3.755 5.685 -2.769 -0.640
C -2.227 6.515 -1.046 -1.033
H -3.062 2.260 -3.175 0.353
H -1.667 1.682 -4.055 0.334
H -1.498 2.068 -2.347 0.323
H -2.226 4.159 -4.466 0.395
H -0.580 3.749 -4.109 0.432
H -1.019 5.743 -3.018 0.297
H -0.725 4.493 -1.812 0.394
H -3.201 3.323 -1.377 0.180
H -2.291 4.140 -0.106 0.430
H -4.720 3.721 0.456 0.470
H -4.311 5.414 0.544 0.309
H -6.433 5.125 -0.681 0.376
H -5.686 3.993 -1.789 0.113
H -4.969 6.956 -1.497 0.345
H -5.814 6.234 -2.840 0.428
H -3.374 6.515 -3.363 0.351
H -3.915 4.828 -3.420 0.380
H -1.917 7.280 -1.752 0.372
H -1.393 6.236 -0.408 0.362
H -3.046 6.885 -0.442 0.457
C 1.522 -3.073 6.580 -0.498
O 2.696 -2.328 6.214 -0.317
C 3.935 -2.829 6.501 -0.404
C 4.798 -3.268 5.302 -0.332
N 4.446 -4.426 4.581 -0.115
C 5.136 -4.713 3.324 -1.031
C 4.893 -3.703 2.208 -0.331
O 3.574 -3.692 1.706 -0.409
C 2.636 -2.922 2.439 -0.706
H 0.685 -2.392 6.450 0.267
H 1.373 -3.947 5.947 0.191
H 1.587 -3.384 7.622 0.301
H 3.896 -3.714 7.345 0.418
H 4.494 -2.020 6.957 0.306
H 5.813 -3.410 5.679 0.407
H 4.760 -2.384 4.654 0.247
H 3.450 -4.387 4.374 0.376
H 4.794 -5.689 2.982 0.319
H 6.208 -4.803 3.515 0.464
H 5.529 -4.010 1.375 0.371
H 5.210 -2.691 2.492 0.367
H 3.094 -2.041 2.900 0.318
H 2.129 -3.521 3.201 0.361
H 1.873 -2.589 1.733 0.270
Br 2.575 -6.169 4.982 -0.328
C 2.478 -5.756 10.052 -0.633
O 1.942 -5.424 8.773 -0.383
H 2.198 -4.958 10.734 0.227
H 2.069 -6.700 10.420 0.291
H 3.567 -5.821 10.020 0.276
H 2.182 -6.125 8.161 0.236
Al 6.516 -2.134 -5.990 0.746
C -6.987 0.879 -2.178 -0.312
C -7.777 0.699 -3.232 -0.345
C -9.236 0.992 -3.160 0.319
O -9.951 0.828 -4.121 -0.516
C -9.771 1.492 -1.866 -0.357
C -8.976 1.671 -0.813 -0.431
C -7.524 1.380 -0.887 0.472
O -6.796 1.548 0.070 -0.580
H -5.924 0.670 -2.204 0.461
H -7.411 0.335 -4.184 0.419
H -10.833 1.698 -1.837 0.426
H -9.343 2.032 0.139 0.445
F 4.331 -3.328 8.584 -0.531
```